Here is the ion C3H10BI2N2O2 with charge +1 from the OMol25 dataset. Energies are from ωB97M-V/def2-TZVPD.

Values from the calculation:
Charge = +1
LUMO energy = -3.69 eV
SMILES string = C[C@H](I)[C@@H](I)[N@H+](O)B(N)O

Each line ends with the natural charge from an NBO analysis.
Element x y z (Å)
C1 0.1423 -2.6438 0.2042  -0.655
C2 -0.9565 -1.6780 -0.2069  -0.380
I1 -1.1131 -1.5850 -2.3406  0.155
C3 -0.8425 -0.2852 0.4025  -0.218
I2 -1.2350 -0.3419 2.4972  0.225
N1 0.5255 0.3613 0.1010  -0.353
O1 1.3703 0.5531 1.2132  -0.499
B1 0.4285 1.7338 -0.6944  1.189
N2 0.2764 2.9711 -0.0024  -1.166
O2 0.5305 1.5150 -1.9972  -0.831
H1 0.1291 -2.8006 1.2853  0.241
H2 -0.0037 -3.6070 -0.2796  0.259
H3 1.1436 -2.3099 -0.0830  0.203
H4 -1.9273 -2.0548 0.1076  0.262
H5 -1.5991 0.3984 0.0246  0.241
H6 1.0615 -0.3229 -0.4411  0.449
H7 0.9862 1.3077 1.6927  0.491
H8 1.1044 3.3914 0.4047  0.430
H9 -0.4915 3.0820 0.6507  0.419
H10 0.4703 2.3154 -2.5385  0.536

---

Here is a cluster of 2 separate species, C3H10BNO in total in a non-equilibrium geometry from the OMol25 dataset. Energies are from ωB97M-V/def2-TZVPD.

Values from the calculation:
LUMO energy = 0.53 eV

Each line ends with the natural charge from an NBO analysis.
Element x y z (Å)
B1 0.0492 -0.4955 -0.9516  1.030
C1 2.4264 0.8353 -0.8334  -0.808
C2 -0.3610 0.1960 1.4582  -0.384
C3 -2.2577 -0.2440 -0.2178  -0.412
N1 -0.7631 -0.2633 0.1381  -0.762
O1 -0.4103 -1.0157 -2.1268  -0.934
H1 2.0132 1.4675 -0.1006  0.174
H2 2.5180 1.1949 -1.7737  0.166
H3 3.3181 0.2922 -0.5068  0.187
H4 -1.0285 1.0745 1.7618  0.180
H5 -0.6919 -0.6259 2.2394  0.188
H6 0.6419 0.4309 1.3454  0.224
H7 -2.2560 -0.3603 -1.3390  0.239
H8 -2.8041 -1.2004 0.2902  0.192
H9 -2.5070 0.6822 0.2698  0.200
H10 0.3778 -0.8438 -2.7388  0.520

---

Here is a structure of composition C3H10BrInLaOPS in a non-equilibrium geometry from the OMol25 dataset. Energies are from ωB97M-V/def2-TZVPD.

Values from the calculation:
Charge = +2
LUMO energy = -10.61 eV

Each line ends with the Mulliken charge.
Element x y z (Å)
O1 -1.3539 -2.6438 0.9177  -0.404
P1 -2.7393 -1.9371 0.2852  0.563
Br1 -4.3344 -2.0057 1.8528  0.069
In1 -2.0466 0.5251 -0.1556  0.464
C1 -0.3609 0.3390 -1.6823  -1.141
C2 0.9006 -0.1116 -0.8690  -0.181
C3 1.4300 1.1983 -0.1904  -0.454
S1 3.0669 0.9023 0.6543  -0.374
H1 -0.9567 -1.9262 1.4315  0.344
H2 -1.4031 1.1974 1.3855  -0.153
H3 -3.3843 1.5506 -0.6943  -0.159
H4 -0.2368 1.3307 -2.1380  0.496
H5 -0.6146 -0.4455 -2.4078  0.339
H6 1.6753 -0.5596 -1.5150  0.395
H7 0.6109 -0.7832 -0.0436  0.109
H8 0.6893 1.5527 0.5522  0.266
H9 1.5574 1.9413 -0.9916  0.399
H10 2.6823 0.5226 1.9538  0.087
La1 4.8180 -0.6471 1.6547  1.334

---

Here is a cluster of 2 separate species, C3H10BrNSi in total in a non-equilibrium geometry from the OMol25 dataset. Energies are from ωB97M-V/def2-TZVPD.

Values from the calculation:
Spin multiplicity = 3
LUMO energy (spin up / spin down) = 0.66 / -2.62 eV
⟨S²⟩ = 2.0060

Each line ends with the natural charge from an NBO analysis.
Element x y z (Å)
C1 1.7960 -1.3948 0.6085  -0.622
C2 0.9173 1.9491 -0.6317  -0.498
C3 2.1765 0.0336 0.0643  -0.247
N1 1.0092 0.9489 0.1740  -0.148
Si1 -3.2591 -0.3377 0.1123  0.758
Br1 -5.4761 -0.5823 -0.2561  -0.371
H1 1.1394 -1.2325 1.4548  0.212
H2 1.0254 -1.6768 -0.2004  0.218
H3 2.6246 -1.9855 0.9091  0.225
H4 1.6078 2.2547 -1.4873  0.251
H5 -0.0684 2.5996 -0.5211  0.223
H6 -3.0815 1.1118 -0.0112  -0.130
H7 3.0182 0.4880 0.6316  0.181
H8 2.5643 0.0373 -0.9038  0.207
H9 -3.0979 -1.2026 1.2895  -0.126
H10 -2.8957 -1.0108 -1.2326  -0.132

---

Here is the molecule C3H10Cl2Si2 in a non-equilibrium geometry from the OMol25 dataset. Energies are from ωB97M-V/def2-TZVPD.

Values from the calculation:
LUMO energy = 0.63 eV
SMILES string = C[Si@@H](Cl)[Si](C)(C)Cl

Each line ends with the natural charge from an NBO analysis.
Element x y z (Å)
C1 -2.2410 -1.8032 0.3664  -1.071
Si1 -1.0765 -0.7987 -0.8025  0.905
Cl1 -1.8453 0.9479 -1.6638  -0.391
Si2 0.8995 0.2048 0.1335  1.173
C2 2.0613 0.7857 -1.2350  -1.144
C3 0.4593 1.4504 1.5128  -1.119
Cl2 2.2597 -1.1762 0.9660  -0.416
H1 -2.9372 -2.3695 -0.0936  0.232
H2 -1.8029 -2.4949 1.1641  0.262
H3 -2.6622 -0.9280 1.0058  0.237
H4 -0.8113 -1.6498 -1.9177  -0.174
H5 2.4542 -0.1870 -1.7802  0.259
H6 1.5001 1.2760 -2.0820  0.243
H7 2.8225 1.5682 -0.9417  0.258
H8 0.0260 0.8522 2.2862  0.239
H9 1.2400 2.1863 1.9481  0.260
H10 -0.3462 2.1358 1.1335  0.247

---

Here is a structure of composition C3H10Cl2Ta in a non-equilibrium geometry from the OMol25 dataset. Energies are from ωB97M-V/def2-TZVPD.

Values from the calculation:
Charge = -1
LUMO energy = 3.08 eV

Each line ends with the natural charge from an NBO analysis.
Element x y z (Å)
C1 1.9453 0.7105 -0.0249  -0.649
C2 1.3165 -0.6255 -0.3739  -0.152
Cl1 2.6232 -1.9587 -0.2030  -0.203
C3 0.0449 -0.9876 0.3222  -0.738
Cl2 0.2448 -1.0771 2.1241  -0.101
Ta1 -1.8548 0.3596 0.0362  1.870
H1 1.4582 1.4913 -0.6100  0.240
H2 1.7897 0.9314 1.0331  0.220
H3 3.0165 0.7262 -0.2199  0.214
H4 1.0914 -0.7025 -1.4388  0.223
H5 -0.2338 -1.9963 0.0081  0.237
H6 -2.0372 -0.0084 -1.7775  -0.404
H7 -0.8958 1.8580 -0.4944  -0.484
H8 -2.2030 1.0607 1.7050  -0.434
H9 -2.9621 -1.1074 0.3048  -0.476
H10 -3.3439 1.3259 -0.3911  -0.364

---

no.,electronic energy (eV)
1,-27220.430
2,-7484.771
3,-101496.315
4,-82677.905
5,-44075.947
6,-29865.364